69
Properties=species:S:1:pos:R:3 method="wB97M-V/def2-TZVPD" e_lumo_ha=0.0030 orbital_gap_ev=10.320 molar_mass_g_mol=568.71 homo_energy_ev=-10.2370 total_energy_ev=-88140.4783 spin_multiplicity=1
C 4.50 0.96 1.47
C 3.97 -0.19 2.45
O 4.76 -1.04 2.93
O 2.60 -0.32 2.86
C 1.97 -1.29 1.97
C 1.09 -0.63 0.80
C -0.15 0.24 1.30
C 0.22 1.68 1.88
O 0.40 2.71 0.85
S 0.91 4.18 1.56
O -0.05 4.55 2.68
O 2.40 3.94 2.33
H 3.73 1.19 0.65
H 5.49 0.58 1.04
H 4.69 1.89 2.11
H 2.83 -1.87 1.46
H 1.36 -2.03 2.62
H 0.65 -1.52 0.21
H 1.77 -0.09 0.04
H -0.75 -0.36 2.06
H -0.85 0.41 0.40
H -0.67 2.01 2.53
H 1.14 1.71 2.55
H 2.85 4.81 2.35
O -0.78 -2.50 -3.53
S -1.74 -1.91 -2.65
O -1.51 -1.80 -1.23
O -3.18 -2.62 -2.88
C -3.26 -4.04 -2.72
C -3.21 -4.45 -1.26
C -2.18 -0.31 -3.26
H -2.48 -4.54 -3.31
H -4.23 -4.35 -3.15
H -2.24 -4.22 -0.82
H -3.37 -5.53 -1.16
H -3.97 -3.92 -0.69
H -2.39 -0.38 -4.33
H -1.33 0.35 -3.09
H -3.04 0.06 -2.71
O 4.08 -4.22 -4.37
S 2.96 -3.91 -5.23
O 2.19 -4.94 -5.87
O 3.44 -2.85 -6.35
C 4.55 -3.20 -7.19
C 4.16 -4.24 -8.22
C 1.85 -2.84 -4.36
H 5.39 -3.54 -6.58
H 4.86 -2.29 -7.70
H 3.90 -5.19 -7.75
H 4.99 -4.43 -8.91
H 3.29 -3.91 -8.79
H 2.42 -2.03 -3.90
H 1.35 -3.43 -3.60
H 1.12 -2.45 -5.06
O -3.57 2.69 5.91
S -2.95 3.98 6.10
O -2.64 4.49 7.41
O -3.82 5.09 5.31
C -5.21 5.23 5.63
C -5.41 5.90 6.97
C -1.49 4.07 5.10
H -5.70 4.25 5.59
H -5.66 5.85 4.85
H -5.03 5.29 7.79
H -6.48 6.08 7.16
H -4.88 6.86 7.01
H -1.72 3.72 4.10
H -0.74 3.43 5.56
H -1.14 5.10 5.09


58
Properties=species:S:1:pos:R:3 method="wB97M-V/def2-TZVPD" e_above_lowest_kcal_mol=2.4 smiles=FBCCCCl.CCOCC.CCOCC.CCOCC e_lumo_ha=0.0272 orbital_gap_ev=10.168 molar_mass_g_mol=330.72 homo_energy_ev=-9.4276 total_energy_ev=-38213.9333 spin_multiplicity=1
F 6.03 -2.01 -1.73
B 5.16 -1.19 -2.33
C 3.96 -0.61 -1.50
C 2.74 -0.28 -2.40
C 1.68 -1.36 -2.32
Cl 0.97 -1.48 -0.69
H 5.32 -0.96 -3.50
H 3.70 -1.38 -0.78
H 4.29 0.26 -0.94
H 3.07 -0.28 -3.44
H 2.33 0.70 -2.19
H 2.14 -2.31 -2.54
H 0.86 -1.17 -3.00
C 0.89 0.61 2.23
C 1.24 1.78 3.14
O 0.84 3.04 2.65
C -0.55 3.20 2.44
C -1.40 3.04 3.68
H 1.30 0.76 1.23
H 1.29 -0.32 2.63
H -0.19 0.49 2.13
H 2.33 1.84 3.24
H 0.85 1.61 4.15
H -0.90 2.53 1.64
H -0.67 4.22 2.06
H -1.35 2.02 4.08
H -2.44 3.25 3.45
H -1.07 3.72 4.46
C 0.09 -6.28 -2.15
C 1.38 -5.79 -2.79
O 2.14 -4.93 -1.97
C 2.58 -5.47 -0.73
C 3.48 -6.69 -0.87
H -0.52 -5.43 -1.84
H -0.48 -6.87 -2.87
H 0.28 -6.90 -1.28
H 1.14 -5.20 -3.68
H 1.99 -6.63 -3.13
H 1.72 -5.70 -0.09
H 3.13 -4.66 -0.25
H 2.96 -7.53 -1.33
H 3.83 -7.00 0.11
H 4.34 -6.45 -1.50
C -3.44 5.79 -0.38
C -3.46 4.45 0.33
O -4.07 4.48 1.61
C -5.42 4.88 1.65
C -6.36 3.98 0.85
H -2.95 6.54 0.24
H -2.90 5.71 -1.32
H -4.45 6.15 -0.61
H -2.44 4.12 0.50
H -3.94 3.69 -0.30
H -5.53 5.92 1.33
H -5.70 4.84 2.70
H -6.14 4.01 -0.22
H -7.39 4.30 0.98
H -6.27 2.94 1.18


58
Properties=species:S:1:pos:R:3 method="wB97M-V/def2-TZVPD" e_above_lowest_kcal_mol=6.1 e_lumo_ha=0.0857 charge=-1 orbital_gap_ev=6.502 molar_mass_g_mol=444.07 homo_energy_ev=-4.1702 total_energy_ev=-153450.2087 spin_multiplicity=1
N 3.23 -0.67 2.06
C 2.43 0.10 2.98
O 2.53 1.31 2.98
C 1.48 -0.64 3.90
C 1.95 -2.03 4.35
Ga 3.37 -1.89 5.84
P 2.29 -2.69 7.83
O 1.42 -3.96 7.17
Br 0.65 -1.14 8.21
H 2.75 -1.54 1.86
H 4.08 -0.94 2.56
H 0.50 -0.68 3.42
H 1.37 0.00 4.77
H 2.34 -2.63 3.53
H 1.08 -2.56 4.73
H 3.81 -0.37 6.02
H 4.59 -2.89 5.55
H 1.66 -4.06 6.25
C -0.11 1.03 -0.04
C 1.18 1.82 -0.25
C 1.22 3.12 0.53
C 0.14 4.14 0.15
C 0.13 4.56 -1.32
C 1.42 5.24 -1.76
H -0.98 1.58 -0.40
H -0.07 0.08 -0.59
H -0.26 0.80 1.01
H 1.33 2.00 -1.32
H 2.02 1.20 0.07
H 2.21 3.58 0.41
H 1.13 2.90 1.59
H 0.28 5.04 0.77
H -0.84 3.75 0.42
H -0.71 5.25 -1.48
H -0.06 3.69 -1.95
H 1.62 6.13 -1.16
H 1.35 5.55 -2.81
H 2.28 4.57 -1.68
C -1.23 -0.08 -3.28
C -2.07 -0.68 -4.41
C -3.49 -1.05 -3.97
C -3.56 -2.12 -2.88
C -2.87 -3.44 -3.22
C -3.47 -4.15 -4.42
H -1.08 -0.79 -2.47
H -0.24 0.21 -3.65
H -1.71 0.81 -2.87
H -1.56 -1.55 -4.82
H -2.14 0.05 -5.22
H -4.05 -1.39 -4.85
H -4.00 -0.15 -3.61
H -4.61 -2.31 -2.65
H -3.12 -1.72 -1.95
H -2.94 -4.10 -2.35
H -1.80 -3.27 -3.39
H -4.53 -4.35 -4.26
H -2.98 -5.10 -4.60
H -3.38 -3.55 -5.33


59
Properties=species:S:1:pos:R:3 method="wB97M-V/def2-TZVPD" e_above_lowest_kcal_mol=0.0 smiles=CC[C@H](Cl)COCCOC.COC[C@@H](C)N.COC[C@@H](C)N e_lumo_ha=0.0227 orbital_gap_ev=9.764 molar_mass_g_mol=344.92 homo_energy_ev=-9.1468 total_energy_ev=-39845.8255 spin_multiplicity=1
C -4.55 -2.07 -1.68
C -3.57 -1.08 -2.30
C -3.26 0.10 -1.40
Cl -2.71 1.52 -2.38
C -2.15 -0.11 -0.36
O -2.35 -1.32 0.33
C -1.16 -1.87 0.86
C -0.23 -2.49 -0.20
O -0.02 -3.87 0.03
C -1.06 -4.67 -0.47
H -4.21 -2.42 -0.71
H -5.53 -1.60 -1.55
H -4.69 -2.93 -2.34
H -3.99 -0.69 -3.23
H -2.63 -1.58 -2.57
H -4.16 0.46 -0.91
H -2.16 0.74 0.33
H -1.19 -0.11 -0.89
H -0.63 -1.12 1.46
H -1.47 -2.67 1.54
H -0.69 -2.35 -1.19
H 0.75 -2.02 -0.21
H -2.03 -4.44 -0.01
H -1.16 -4.54 -1.56
H -0.81 -5.71 -0.26
C -2.45 6.77 2.20
O -1.57 6.05 1.36
C -0.73 5.11 2.02
C -1.35 3.72 2.20
C -2.46 3.66 3.24
N -1.84 3.15 0.94
H -1.96 7.04 3.14
H -3.36 6.22 2.41
H -2.71 7.69 1.67
H 0.15 5.01 1.38
H -0.41 5.51 2.99
H -0.53 3.08 2.54
H -3.39 4.08 2.85
H -2.66 2.63 3.51
H -2.19 4.21 4.14
H -1.08 3.06 0.28
H -2.48 3.82 0.52
C 3.42 -3.04 -0.29
O 3.54 -1.98 -1.22
C 4.51 -1.00 -0.91
C 5.92 -1.31 -1.41
C 6.62 -2.43 -0.65
N 5.96 -1.61 -2.84
H 3.54 -2.67 0.74
H 4.15 -3.83 -0.46
H 2.43 -3.46 -0.40
H 4.17 -0.08 -1.40
H 4.53 -0.81 0.18
H 6.50 -0.39 -1.26
H 6.24 -3.41 -0.95
H 7.69 -2.42 -0.87
H 6.49 -2.33 0.43
H 5.64 -0.81 -3.38
H 5.30 -2.36 -3.04


63
Properties=species:S:1:pos:R:3 method="wB97M-V/def2-TZVPD" e_above_lowest_kcal_mol=30.1 e_lumo_ha=0.1304 charge=-2 orbital_gap_ev=2.409 molar_mass_g_mol=475.90 homo_energy_ev=1.1387 total_energy_ev=-43969.6826 spin_multiplicity=1
Rb 1.86 -0.67 0.76
P 4.55 -0.20 2.54
O 3.16 0.39 2.96
O 4.98 0.73 1.35
O 4.22 -1.64 1.93
O 5.53 0.05 3.71
C -0.82 4.47 -0.99
C -1.68 3.31 -1.42
C -2.23 3.71 -2.83
C -2.77 2.49 -3.56
C -1.72 1.40 -3.75
C -1.11 0.97 -2.42
N -0.82 2.11 -1.55
O -0.14 1.78 -0.35
C -2.08 -0.06 -1.76
C 0.18 0.22 -2.68
C -2.83 3.05 -0.47
H -1.39 5.40 -0.84
H -0.03 4.85 -1.64
H -0.37 4.38 0.01
H -3.11 4.32 -2.61
H -1.49 4.29 -3.37
H -3.05 2.80 -4.58
H -3.66 2.06 -3.12
H -0.95 1.79 -4.43
H -2.13 0.53 -4.27
H -3.09 0.35 -1.64
H -2.17 -0.97 -2.35
H -1.68 -0.37 -0.79
H 0.61 -0.36 -1.87
H 0.08 -0.45 -3.53
H 0.98 0.91 -2.98
H -3.41 3.96 -0.25
H -2.58 2.50 0.43
H -3.55 2.37 -0.96
H 0.55 2.45 -0.45
C -0.33 -4.35 -1.50
C 0.31 -4.49 -0.13
O 0.67 -3.21 0.39
H -0.88 -5.21 -1.88
H 0.36 -3.96 -2.24
H -1.08 -3.55 -1.41
H 1.23 -5.09 -0.14
H -0.34 -4.95 0.63
H 1.58 -3.33 0.75
C 2.15 -5.58 3.14
C 2.57 -4.15 3.23
O 2.82 -3.66 1.92
H 2.96 -6.25 2.83
H 1.38 -5.66 2.36
H 1.68 -6.00 4.04
H 3.47 -4.08 3.86
H 1.82 -3.48 3.68
H 3.38 -2.79 2.07
C -1.18 2.21 2.94
C 0.31 1.91 2.83
O 0.69 0.61 3.07
H -1.41 2.43 3.98
H -1.71 1.30 2.64
H -1.49 3.09 2.37
H 0.76 2.68 3.48
H 0.77 2.20 1.88
H 1.69 0.44 2.97


63
Properties=species:S:1:pos:R:3 method="wB97M-V/def2-TZVPD" e_lumo_ha=0.0676 charge=-1 orbital_gap_ev=5.713 molar_mass_g_mol=422.50 homo_energy_ev=-3.8741 total_energy_ev=-54140.8712 spin_multiplicity=1
S 3.81 -1.49 2.10
C 2.83 -0.81 0.85
N 1.85 -0.26 0.02
C 0.53 -0.33 0.81
C 0.04 1.03 1.62
O -1.15 0.51 2.38
P -1.87 -0.82 1.45
O -0.69 -0.77 0.12
H 0.87 -1.02 1.72
H 0.82 1.35 2.45
H -0.18 1.86 0.80
H -2.69 -0.97 2.65
H -1.10 -1.89 2.05
H -2.54 -1.90 0.75
H -2.85 0.04 0.84
C 1.63 -6.94 5.00
O 2.17 -6.44 3.78
C 1.17 -6.27 2.77
C 0.78 -4.79 2.62
O 0.09 -4.31 3.78
C 0.93 -3.52 4.61
H 2.40 -6.86 5.77
H 0.76 -6.37 5.32
H 1.37 -7.99 4.88
H 0.29 -6.88 2.99
H 1.61 -6.62 1.83
H 0.09 -4.70 1.78
H 1.66 -4.17 2.40
H 1.11 -2.55 4.14
H 1.89 -4.02 4.82
H 0.41 -3.36 5.56
C 1.42 4.22 -2.10
O 2.49 3.56 -1.43
C 2.95 2.41 -2.15
C 4.27 2.70 -2.88
O 4.07 3.63 -3.94
C 4.51 4.94 -3.61
H 1.25 5.18 -1.62
H 1.66 4.40 -3.16
H 0.51 3.62 -2.02
H 2.19 2.04 -2.84
H 3.13 1.62 -1.40
H 4.63 1.77 -3.33
H 5.03 3.06 -2.18
H 5.60 4.97 -3.59
H 4.11 5.26 -2.64
H 4.15 5.63 -4.38
C -4.62 2.16 -4.41
O -4.73 3.10 -3.36
C -5.54 2.61 -2.28
C -4.67 2.16 -1.10
O -3.91 0.99 -1.44
C -2.55 1.30 -1.72
H -3.84 2.51 -5.10
H -4.33 1.17 -4.05
H -5.56 2.09 -4.96
H -6.20 1.80 -2.62
H -6.17 3.44 -1.95
H -5.32 1.88 -0.27
H -4.01 2.97 -0.76
H -2.03 1.55 -0.79
H -2.46 2.12 -2.43
H -2.08 0.41 -2.15


What did the fourth record say?
59
Properties=species:S:1:pos:R:3 method="wB97M-V/def2-TZVPD" e_above_lowest_kcal_mol=0.0 smiles=CC[C@H](Cl)COCCOC.COC[C@@H](C)N.COC[C@@H](C)N e_lumo_ha=0.0227 orbital_gap_ev=9.764 molar_mass_g_mol=344.92 homo_energy_ev=-9.1468 total_energy_ev=-39845.8255 spin_multiplicity=1
C -4.55 -2.07 -1.68
C -3.57 -1.08 -2.30
C -3.26 0.10 -1.40
Cl -2.71 1.52 -2.38
C -2.15 -0.11 -0.36
O -2.35 -1.32 0.33
C -1.16 -1.87 0.86
C -0.23 -2.49 -0.20
O -0.02 -3.87 0.03
C -1.06 -4.67 -0.47
H -4.21 -2.42 -0.71
H -5.53 -1.60 -1.55
H -4.69 -2.93 -2.34
H -3.99 -0.69 -3.23
H -2.63 -1.58 -2.57
H -4.16 0.46 -0.91
H -2.16 0.74 0.33
H -1.19 -0.11 -0.89
H -0.63 -1.12 1.46
H -1.47 -2.67 1.54
H -0.69 -2.35 -1.19
H 0.75 -2.02 -0.21
H -2.03 -4.44 -0.01
H -1.16 -4.54 -1.56
H -0.81 -5.71 -0.26
C -2.45 6.77 2.20
O -1.57 6.05 1.36
C -0.73 5.11 2.02
C -1.35 3.72 2.20
C -2.46 3.66 3.24
N -1.84 3.15 0.94
H -1.96 7.04 3.14
H -3.36 6.22 2.41
H -2.71 7.69 1.67
H 0.15 5.01 1.38
H -0.41 5.51 2.99
H -0.53 3.08 2.54
H -3.39 4.08 2.85
H -2.66 2.63 3.51
H -2.19 4.21 4.14
H -1.08 3.06 0.28
H -2.48 3.82 0.52
C 3.42 -3.04 -0.29
O 3.54 -1.98 -1.22
C 4.51 -1.00 -0.91
C 5.92 -1.31 -1.41
C 6.62 -2.43 -0.65
N 5.96 -1.61 -2.84
H 3.54 -2.67 0.74
H 4.15 -3.83 -0.46
H 2.43 -3.46 -0.40
H 4.17 -0.08 -1.40
H 4.53 -0.81 0.18
H 6.50 -0.39 -1.26
H 6.24 -3.41 -0.95
H 7.69 -2.42 -0.87
H 6.49 -2.33 0.43
H 5.64 -0.81 -3.38
H 5.30 -2.36 -3.04


Please write out number 6 again, unchanged.
63
Properties=species:S:1:pos:R:3 method="wB97M-V/def2-TZVPD" e_lumo_ha=0.0676 charge=-1 orbital_gap_ev=5.713 molar_mass_g_mol=422.50 homo_energy_ev=-3.8741 total_energy_ev=-54140.8712 spin_multiplicity=1
S 3.81 -1.49 2.10
C 2.83 -0.81 0.85
N 1.85 -0.26 0.02
C 0.53 -0.33 0.81
C 0.04 1.03 1.62
O -1.15 0.51 2.38
P -1.87 -0.82 1.45
O -0.69 -0.77 0.12
H 0.87 -1.02 1.72
H 0.82 1.35 2.45
H -0.18 1.86 0.80
H -2.69 -0.97 2.65
H -1.10 -1.89 2.05
H -2.54 -1.90 0.75
H -2.85 0.04 0.84
C 1.63 -6.94 5.00
O 2.17 -6.44 3.78
C 1.17 -6.27 2.77
C 0.78 -4.79 2.62
O 0.09 -4.31 3.78
C 0.93 -3.52 4.61
H 2.40 -6.86 5.77
H 0.76 -6.37 5.32
H 1.37 -7.99 4.88
H 0.29 -6.88 2.99
H 1.61 -6.62 1.83
H 0.09 -4.70 1.78
H 1.66 -4.17 2.40
H 1.11 -2.55 4.14
H 1.89 -4.02 4.82
H 0.41 -3.36 5.56
C 1.42 4.22 -2.10
O 2.49 3.56 -1.43
C 2.95 2.41 -2.15
C 4.27 2.70 -2.88
O 4.07 3.63 -3.94
C 4.51 4.94 -3.61
H 1.25 5.18 -1.62
H 1.66 4.40 -3.16
H 0.51 3.62 -2.02
H 2.19 2.04 -2.84
H 3.13 1.62 -1.40
H 4.63 1.77 -3.33
H 5.03 3.06 -2.18
H 5.60 4.97 -3.59
H 4.11 5.26 -2.64
H 4.15 5.63 -4.38
C -4.62 2.16 -4.41
O -4.73 3.10 -3.36
C -5.54 2.61 -2.28
C -4.67 2.16 -1.10
O -3.91 0.99 -1.44
C -2.55 1.30 -1.72
H -3.84 2.51 -5.10
H -4.33 1.17 -4.05
H -5.56 2.09 -4.96
H -6.20 1.80 -2.62
H -6.17 3.44 -1.95
H -5.32 1.88 -0.27
H -4.01 2.97 -0.76
H -2.03 1.55 -0.79
H -2.46 2.12 -2.43
H -2.08 0.41 -2.15